No. 1
Density functional theory data (the ωB97M-V functional and the def2-TZVPD basis) for an isolated molecule of C6H11NO in a non-equilibrium geometry.

Geometry as XYZ:
```
19
Properties=species:S:1:pos:R:3:lowdin_charge:R:1
H -3.460 -1.147 1.750 0.05
H 2.393 0.043 -0.187 0.10
H 2.549 2.127 1.015 0.08
O -0.189 -0.140 -2.874 0.07
C 0.296 0.103 -0.527 -0.31
C -2.739 -1.177 0.947 0.01
H 1.381 2.465 -0.301 0.08
C -1.461 -0.839 1.047 -0.19
H -0.669 -1.788 -0.781 0.11
H 0.441 -1.730 0.502 0.11
H -0.407 0.938 -0.562 0.15
H -1.083 -0.552 2.030 0.10
C 0.647 -0.026 -2.018 -0.22
H 0.904 2.080 1.360 0.07
H 1.729 0.026 -2.215 0.12
N 1.541 0.406 0.220 -0.10
H -3.087 -1.448 -0.044 0.06
C -0.387 -1.163 0.076 -0.16
C 1.599 1.822 0.561 -0.14
```

Properties
ΔE to the lowest compared entry with this formula, charge and spin: 231.6 kJ/mol
Spin multiplicity: 1
HOMO-LUMO gap: 9.83 eV
F_max: 0.0408 hartree/bohr
HOMO energy: -0.3275 Eh
E_LUMO: 0.034 hartree



No. 2
Density functional theory data (the ωB97M-V functional and the def2-TZVPD basis) for a structure of composition C29H31NP3PtS in a non-equilibrium geometry.

Geometry as XYZ:
```
66
Properties=species:S:1:pos:R:3:lowdin_charge:R:1
C 1.851 0.175 -1.908 -0.23
Pt 0.690 1.731 1.478 0.63
C -0.639 -3.835 -0.869 -0.08
H -6.554 1.980 -1.131 0.10
C -2.174 -2.062 -1.409 -0.09
C -0.307 -1.650 0.047 -0.13
C -6.328 0.658 0.537 -0.09
N -1.143 1.268 0.791 -0.48
C -0.830 3.336 -3.233 -0.08
C 0.086 -2.967 -0.060 -0.08
H 1.441 -0.833 -1.870 0.04
C 4.001 -1.348 -0.189 -0.09
H -3.403 -0.726 1.535 0.11
H -5.809 -0.659 2.145 0.10
H 2.759 0.190 -2.506 0.04
C -5.867 1.381 -0.552 -0.09
P 2.201 0.786 -0.201 0.75
H 1.432 -2.082 4.123 0.04
H -3.072 -1.719 -1.904 0.10
H 0.243 -0.954 0.674 0.02
C -4.524 1.350 -0.887 -0.08
H 3.128 2.800 -1.160 0.05
C -5.449 -0.106 1.290 -0.08
H -2.132 1.050 -5.366 0.10
H -2.458 -0.161 -3.247 0.09
C -1.008 2.653 -2.044 -0.10
C -1.608 1.397 -2.044 -0.31
H 3.163 -0.250 4.975 0.04
H -0.326 -4.862 -0.972 0.10
S 2.385 4.724 2.404 0.59
H 1.108 0.830 -2.362 0.02
C -1.820 1.502 -4.435 -0.08
C -1.772 -3.381 -1.527 -0.08
C -2.005 0.819 -3.248 -0.09
H 5.148 -3.448 2.201 0.10
C 3.538 1.991 -0.558 -0.26
H -7.374 0.691 0.803 0.10
C -4.109 -0.144 0.955 -0.08
H 4.350 1.495 -1.086 0.04
C -1.422 -1.180 -0.637 -0.27
C 1.596 3.391 2.171 -0.97
C 2.758 0.597 4.422 -0.25
H 2.099 1.179 5.067 0.04
C 4.584 -2.647 1.748 -0.07
P -1.845 0.590 -0.417 0.71
C 3.115 -0.577 0.568 -0.38
H -2.349 -4.062 -2.140 0.10
H 3.568 1.240 4.081 0.04
H -1.109 3.298 -5.361 0.10
C -1.241 2.764 -4.431 -0.08
C 4.721 -2.375 0.382 -0.07
H 0.141 -1.742 2.949 0.03
H -0.375 4.317 -3.232 0.10
H -0.687 3.081 -1.099 0.08
C 3.724 -1.888 2.510 -0.10
C 0.786 -1.307 3.711 -0.24
C -3.648 0.575 -0.143 -0.28
H 3.632 -2.091 3.568 0.10
H 3.902 2.403 0.382 0.03
C 2.971 -0.860 1.948 -0.38
H 0.956 -3.309 0.485 0.10
H -4.158 1.922 -1.729 0.10
H 0.162 -0.890 4.501 0.05
H 4.134 -1.132 -1.240 0.10
H 5.393 -2.970 -0.218 0.10
P 1.778 0.055 2.964 0.76
```

Properties
ΔE to the lowest compared entry with this formula, charge and spin: 90.4 kJ/mol
Spin multiplicity: 2
HOMO-LUMO gap (alpha / beta): 6.57 / 5.74 eV
F_max: 0.0554 hartree/bohr
HOMO energy (alpha / beta): -0.2211 / -0.2156 Eh
E_LUMO (alpha / beta): 0.020 / -0.005 hartree



No. 3
Density functional theory data (the ωB97M-V functional and the def2-TZVPD basis) for a cluster of 2 separate species, C4H12 in total in a non-equilibrium geometry.

Geometry as XYZ:
```
16
Properties=species:S:1:pos:R:3:lowdin_charge:R:1
H -1.547 -1.017 0.241 0.15
H 1.675 1.194 0.144 0.11
H -2.363 1.383 -1.280 0.14
C 2.677 -0.563 0.693 -0.12
C -2.274 -0.186 0.030 0.03
H 0.555 -0.272 0.337 0.03
C 1.405 0.273 0.703 -0.12
H 2.918 -1.078 1.618 0.09
H 3.580 0.026 0.493 0.10
H 1.163 0.678 1.689 0.08
H -0.844 0.529 -1.589 0.09
H 2.731 -1.247 -0.165 0.09
H -2.373 -0.183 -2.242 0.11
H -3.266 -0.622 0.120 0.10
H -2.127 0.698 0.643 0.09
C -1.909 0.388 -1.436 0.04
```

Properties
ΔE to the lowest compared entry with this formula, charge and spin: 86.5 kJ/mol
Spin multiplicity: 2
HOMO-LUMO gap (alpha / beta): 12.96 / 3.34 eV
Net charge: +1
F_max: 0.0390 hartree/bohr
HOMO energy (alpha / beta): -0.5890 / -0.5526 Eh
E_LUMO (alpha / beta): -0.113 / -0.430 hartree



No. 4
Density functional theory data (the ωB97M-V functional and the def2-TZVPD basis) for a structure of composition C14H16N3ORhTe in a non-equilibrium geometry.

Geometry as XYZ:
```
36
Properties=species:S:1:pos:R:3:lowdin_charge:R:1
C 0.762 -3.549 2.610 -0.01
C 1.883 -3.876 1.861 0.01
H -0.939 -2.240 2.734 0.12
C -0.060 -2.523 2.170 -0.09
H -1.552 1.402 2.413 0.00
N -1.722 0.919 -1.320 -0.03
H 2.950 -3.446 0.011 0.14
H 2.670 0.489 1.338 0.01
C -2.793 1.718 -1.178 -0.10
C 1.382 -1.531 -1.056 -0.47
N 0.432 -0.569 -1.247 -0.06
Rh -0.704 0.011 0.342 0.84
H 3.231 2.152 1.631 0.02
H -0.173 1.553 3.553 0.03
H 1.049 0.640 -2.857 0.15
H -3.348 1.657 -0.251 0.12
O 2.215 -1.836 -1.868 0.15
H -4.064 3.194 -2.039 0.13
C 2.448 1.426 1.844 -0.34
C -1.413 1.708 -3.536 0.03
C 1.238 -2.221 0.277 -0.19
H -1.064 3.001 3.004 0.03
H -0.855 1.656 -4.461 0.14
H -2.792 3.208 -4.200 0.13
C -2.499 2.554 -3.390 0.01
H 2.355 1.279 2.917 0.03
C 0.190 0.041 -2.529 -0.13
C 2.116 -3.214 0.661 0.05
H 2.566 -4.645 2.197 0.13
N 0.191 -1.871 1.032 -0.02
H 0.066 -0.731 -3.297 0.16
H 0.525 -4.077 3.522 0.13
C -3.206 2.556 -2.191 -0.01
Te 0.635 2.235 1.044 1.49
C -0.698 2.016 2.722 -0.35
C -1.024 0.914 -2.466 -0.24
```

Properties
Spin multiplicity: 1
HOMO-LUMO gap (alpha / beta): 6.31 / 6.31 eV
Net charge: +2
F_max: 0.0776 hartree/bohr
HOMO energy (alpha / beta): -0.5762 / -0.5762 Eh
E_LUMO (alpha / beta): -0.344 / -0.344 hartree



No. 5
Density functional theory data (the ωB97M-V functional and the def2-TZVPD basis) for a cluster of 2 separate species, C5H10BrN2 in total in a non-equilibrium geometry.

Geometry as XYZ:
```
18
Properties=species:S:1:pos:R:3:lowdin_charge:R:1
H -0.165 -2.231 0.271 0.09
Br 2.681 0.820 0.088 0.72
H 0.030 -1.113 -1.195 0.07
N -1.204 -0.427 0.369 0.05
H -3.280 2.088 0.191 0.10
H -1.564 -0.709 1.275 0.18
C -1.624 0.768 -0.047 -0.33
H 5.104 -1.512 -0.448 0.07
H -2.028 2.274 1.406 0.11
N -1.196 1.304 -1.199 0.23
C -2.567 1.539 0.803 0.03
C -0.369 -1.297 -0.221 0.08
H -3.119 0.889 1.476 0.10
H 4.025 -2.794 0.273 0.06
H -0.514 0.858 -1.785 0.11
C 3.209 -0.897 0.230 -0.69
H -1.564 2.193 -1.495 0.14
C 4.145 -1.753 0.007 -0.11
```

Properties
ΔE to the lowest compared entry with this formula, charge and spin: 413.6 kJ/mol
Spin multiplicity: 1
HOMO-LUMO gap (alpha / beta): 9.00 / 6.48 eV
Net charge: +1
F_max: 0.0248 hartree/bohr
HOMO energy (alpha / beta): -0.4508 / -0.4147 Eh
E_LUMO (alpha / beta): -0.120 / -0.177 hartree



No. 6
Density functional theory data (the ωB97M-V functional and the def2-TZVPD basis) for an isolated molecule of ClH4N2P in a non-equilibrium geometry.

Geometry as XYZ:
```
8
Properties=species:S:1:pos:R:3:lowdin_charge:R:1
Cl -2.075 -0.277 0.208 0.18
N -0.173 1.540 0.295 -0.38
P -0.462 0.253 -0.874 0.44
H 0.040 -2.128 -0.117 -0.02
H -0.181 1.168 1.285 0.02
H 1.502 -1.421 -0.664 -0.04
N 0.654 -1.276 -0.123 -0.26
H 0.694 2.141 -0.011 0.06
```

Properties
ΔE to the lowest compared entry with this formula, charge and spin: 73.8 kJ/mol
Spin multiplicity: 1
HOMO-LUMO gap: 10.08 eV
F_max: 0.0715 hartree/bohr
HOMO energy: -0.3394 Eh
E_LUMO: 0.031 hartree



- Look up the F_max of the fifth one.
  0.0248 hartree/bohr



- spin multiplicity of number 1 (C6H11NO)?
  1